No. 1
# C19H28N2O4S

A single C19H28N2O4S molecule (ωB97M-V with the def2-TZVPD basis set, the OMol25 dataset).

```
! wB97M-V def2-TZVPD RIJCOSX def2/J DEFGRID3
* xyz 0 1
C -3.93032 -1.81782 -0.32627
O -2.81433 -1.97319 -1.17674
C -1.55045 -1.93382 -0.70076
C -0.59187 -2.36403 -1.63380
C 0.74943 -2.37501 -1.33333
C 1.15800 -1.95747 -0.07781
S 2.90017 -1.94468 0.31013
O 3.46083 -3.24429 0.09243
O 3.08518 -1.32707 1.59604
N 3.45399 -0.94491 -0.92322
C 4.84734 -1.12533 -1.27905
C 5.12691 -0.40244 -2.59312
C 4.78653 1.07877 -2.44754
C 3.33580 1.22832 -1.99634
C 3.10863 0.44213 -0.70778
C 0.23948 -1.52515 0.85004
C -1.12389 -1.48456 0.55552
C -2.00817 -1.02588 1.68491
O -2.65979 -1.82104 2.34104
N -1.96654 0.29496 1.97006
C -1.25812 1.27430 1.17624
C -2.08828 1.75394 -0.01938
C -3.25603 2.65744 0.37353
C -4.17376 2.07840 1.45186
C -3.52408 2.04464 2.83729
C -2.72541 0.76870 3.11247
H -4.00497 -0.79671 0.05783
H -3.89973 -2.51360 0.51389
H -4.79737 -2.02860 -0.95133
H -0.95432 -2.69194 -2.59523
H 1.48827 -2.70895 -2.04274
H 5.01343 -2.19939 -1.36539
H 5.50372 -0.73117 -0.48825
H 4.51129 -0.84242 -3.37887
H 6.17618 -0.53023 -2.86145
H 4.93987 1.59699 -3.39572
H 5.44612 1.53129 -1.70367
H 2.67204 0.83561 -2.76834
H 3.09176 2.27858 -1.82969
H 2.05703 0.47321 -0.41206
H 3.70794 0.86717 0.11106
H 0.59694 -1.21771 1.82183
H -1.00925 2.11785 1.82287
H -0.32298 0.84385 0.81149
H -2.45914 0.88064 -0.55896
H -1.43332 2.30212 -0.69972
H -2.86430 3.61427 0.72790
H -3.84731 2.85994 -0.52237
H -5.06640 2.70558 1.50085
H -4.49763 1.07369 1.17406
H -2.88789 2.92461 2.95176
H -4.29742 2.10861 3.60465
H -3.40027 -0.04684 3.38427
H -2.04355 0.93864 3.95491
*
```

Calculated values
- LUMO energy (Eh) = 0.0220
- relative energy (zero: lowest compared OMol25 entry of this formula, charge and spin) (kcal/mol) = 41.57
- electronic energy (eV) = -42162.8728
- SMILES = COc1ccc(S(=O)(=O)N2CCCCC2)cc1C(=O)N1CCCCCC1



No. 2
# C6H6O

A single C6H6O molecule (ωB97M-V with the def2-TZVPD basis set, the OMol25 dataset).

```
! wB97M-V def2-TZVPD RIJCOSX def2/J DEFGRID3
* xyz 0 1
C -1.65680 0.28822 -2.31821
C -0.87781 0.03080 -1.43187
C 0.10071 -0.35579 -0.46284
C 1.38610 0.04115 -0.56931
C -0.31045 -0.75730 0.93155
C 0.19991 0.45806 1.73888
O 1.18120 1.08647 1.42233
H -2.32877 0.51673 -3.11525
H 1.68981 0.86197 -1.20872
H 2.17814 -0.41873 0.00929
H 0.19210 -1.66088 1.31527
H -1.38823 -0.90609 1.08180
H -0.35527 0.81100 2.61082
*
```

Calculated values
- LUMO energy (Eh) = 0.0219
- relative energy (zero: lowest compared OMol25 entry of this formula, charge and spin) (kcal/mol) = 84.99
- electronic energy (eV) = -8362.8206
- SMILES = C#CC(=C)CC=O



No. 3
# H27O13

A molecular structure, H27O13 (ωB97M-V with the def2-TZVPD basis set, the OMol25 dataset).

```
! wB97M-V def2-TZVPD RIJCOSX def2/J DEFGRID3
* xyz 1 1
O -1.23239 -2.50805 -1.13751
H -2.82741 -0.68817 0.81929
H -0.40741 -1.85280 -1.05183
O -0.58432 -0.43997 2.30173
H -0.30637 0.41683 1.91790
H 0.53128 1.90180 2.41193
O -1.00001 -0.21794 -0.13137
H 1.37196 0.45644 -1.91042
O 1.14312 1.38224 2.99268
H -0.55348 -2.97711 2.32905
H 1.94280 1.84125 3.13900
O -1.66565 2.42565 2.59470
H -1.47705 3.50558 2.63919
H -2.52622 2.29735 2.95034
O 3.69981 0.88507 -0.13621
H 4.38902 1.62737 -0.39732
H 3.55468 1.12415 0.87581
O -0.52739 0.98868 -3.28846
H -0.57839 1.67622 -4.02520
H 0.31580 0.76754 -2.97326
O 1.86297 -0.36320 -1.55781
H 2.81318 -0.31562 -1.24829
H -3.09492 0.29542 -2.83169
O -0.20092 -2.75125 1.48167
H -1.59296 -2.66792 -0.15740
H 0.60934 -2.17045 1.44231
O 3.01168 -2.15471 0.71042
H 3.22517 -3.11966 0.58161
H 3.24025 -1.63737 -0.12976
O -3.31848 -0.82446 -0.02574
H -3.19105 0.03618 -0.56753
H -2.04162 -1.56897 -1.04564
O 0.94499 2.27202 -1.26937
H 1.81230 2.81416 -1.26883
H 0.34916 2.55937 -2.00653
O -3.16915 -0.54972 -2.35662
H -3.63952 -1.20475 -2.81824
H 0.17520 -0.71662 2.86963
H -0.24398 0.45234 -0.24105
H -0.81401 -0.99693 0.51884
*
```

Calculated values
- LUMO energy (Eh) = -0.1063
- relative energy (zero: lowest compared OMol25 entry of this formula, charge and spin) (kcal/mol) = 132.13
- electronic energy (eV) = -27045.3437



No. 4
# C17H29LuN7O7Se

A molecular structure, C17H29LuN7O7Se (ωB97M-V with the def2-TZVPD basis set, the OMol25 dataset).

```
! wB97M-V def2-TZVPD RIJCOSX def2/J DEFGRID3
* xyz 1 1
Lu -0.10284 0.08706 -0.23548
O -1.42829 -1.38354 1.44058
C -2.85498 -1.25020 1.45331
C -3.41870 -1.40361 0.06167
N -2.75864 -0.49345 -0.87078
C -2.54229 -1.13822 -2.16730
C -1.24156 -1.94005 -2.19350
O -0.91844 -2.55885 -3.18276
O -0.51172 -1.81987 -1.11329
C -3.38190 0.81548 -1.00001
C -2.35278 1.85584 -1.46448
O -2.68025 3.02004 -1.58265
O -1.15704 1.38110 -1.65701
H -1.19928 -2.22942 1.02937
H -3.06105 -0.25664 1.85396
H -3.29538 -1.98195 2.13449
H -4.50749 -1.26901 0.07624
H -3.23670 -2.42752 -0.27257
H -2.45643 -0.37955 -2.94430
H -3.37436 -1.78993 -2.45322
H -3.76208 1.14148 -0.02837
H -4.23277 0.82654 -1.69138
N 2.10054 1.20094 0.58437
C 2.96657 1.88729 -0.39647
C 3.66327 0.86959 -1.30301
C 3.35483 1.05725 -2.78537
C 1.86584 1.04881 -3.10271
N 1.15863 -0.04917 -2.40531
H 1.76112 1.88366 1.25207
H 2.65518 0.53312 1.11036
H 3.70074 2.52203 0.10527
H 2.32335 2.55250 -0.97385
H 3.34502 -0.13118 -0.99488
H 4.74265 0.89939 -1.14953
H 3.85373 0.26998 -3.35683
H 3.77535 2.00048 -3.14236
H 1.73360 0.96101 -4.18285
H 1.38196 1.98089 -2.80855
H 1.70504 -0.90723 -2.43834
H 0.33475 -0.27562 -2.95676
Se -0.74418 4.51755 0.14200
N -1.68483 4.63926 1.61575
C -1.60801 3.45915 2.21674
C -2.21136 3.08483 3.45074
C -1.97344 1.82652 3.90868
C -1.19110 0.90847 3.14605
N -0.62247 1.19919 2.00390
C -0.79244 2.48621 1.56593
N -0.19447 2.86705 0.44670
H -2.82514 3.78980 3.99511
H -2.39008 1.48803 4.84667
H -1.06014 -0.10759 3.49747
N 3.12135 -4.50316 1.71690
C 2.97214 -3.36695 0.82245
C 1.72472 -2.58628 1.17877
O 0.91126 -3.18692 2.01525
O 1.46057 -1.50577 0.68632
H 3.37542 -5.35063 1.23048
H 1.35424 -4.04754 2.22919
H 3.80468 -4.33749 2.44390
H 2.80810 -3.70568 -0.20327
H 3.81799 -2.67750 0.79647
*
```

Calculated values
- LUMO energy (Eh) = -0.1485
- relative energy (zero: lowest compared OMol25 entry of this formula, charge and spin) (kcal/mol) = 12.60
- electronic energy (eV) = -141830.5487



| no. | F_max (eV/Å) |
| --- | --- |
| 1 | 1.0 |
| 2 | 1.2 |
| 3 | 5.2 |
| 4 | 0.4 |